1.
65
Properties=species:S:1:pos:R:3:forces:R:3 method="wB97M-V/def2-TZVPD" total_charge=+1 homo_energy_ev="-11.598 / -11.597" spin_multiplicity=2 orbital_gap_ha="0.2515 / 0.2133" largest_force_ev_per_a=0.311
Pt 0.758 1.237 0.951 -0.013 0.184 0.071
C 1.094 -2.562 1.954 -0.020 -0.017 0.020
C -0.237 -1.840 1.817 0.081 0.015 0.010
C -1.329 -2.755 1.293 0.006 -0.007 -0.005
C -0.640 -1.189 3.126 -0.007 -0.006 -0.011
O -0.083 -0.769 0.790 -0.193 -0.105 -0.140
Ge 0.618 -1.179 -0.849 0.149 0.011 -0.020
O 1.851 0.185 -0.519 -0.013 0.003 -0.125
C 3.225 0.120 -1.110 0.009 -0.018 0.138
C 3.030 0.021 -2.610 0.010 -0.002 0.007
C 3.899 -1.109 -0.526 0.026 -0.011 -0.005
C 3.975 1.378 -0.740 0.007 0.023 -0.052
O -0.760 -0.746 -1.817 -0.097 0.021 -0.002
C -1.057 -0.850 -3.241 0.029 0.000 0.025
C -0.356 -2.067 -3.823 -0.002 -0.016 -0.024
C -0.608 0.441 -3.903 0.005 0.018 0.009
C -2.568 -1.005 -3.303 0.003 0.011 -0.016
H 1.008 -3.351 2.702 0.001 0.005 0.001
H 1.381 -3.046 1.014 0.007 -0.001 0.000
H 1.880 -1.875 2.262 0.008 -0.001 -0.008
H -1.506 -3.562 2.004 -0.001 0.001 0.001
H -2.259 -2.204 1.150 0.000 0.000 -0.003
H -1.041 -3.214 0.342 -0.006 0.000 -0.002
H -0.727 -1.967 3.885 0.007 -0.001 -0.001
H 0.112 -0.477 3.462 -0.012 0.002 0.006
H -1.611 -0.703 3.039 -0.002 0.016 0.001
H 2.483 -0.887 -2.884 0.018 -0.003 -0.009
H 2.489 0.890 -2.983 0.031 0.003 0.001
H 4.000 -0.028 -3.104 -0.007 -0.010 -0.002
H 3.387 -2.030 -0.821 -0.028 0.020 0.016
H 4.922 -1.178 -0.896 0.001 0.008 0.007
H 3.931 -1.045 0.562 0.000 0.001 -0.002
H 3.471 2.265 -1.119 -0.027 0.012 0.021
H 4.117 1.460 0.335 0.019 -0.012 -0.013
H 4.963 1.328 -1.199 -0.005 -0.001 -0.008
H 0.732 -1.958 -3.776 -0.024 0.005 0.000
H -0.649 -2.973 -3.290 0.000 0.002 0.003
H -0.626 -2.188 -4.872 0.004 -0.002 0.002
H 0.468 0.580 -3.793 -0.013 -0.010 -0.015
H -0.840 0.416 -4.968 -0.009 -0.003 0.002
H -1.118 1.294 -3.456 0.003 -0.005 -0.011
H -2.882 -1.925 -2.810 -0.001 0.004 0.005
H -3.050 -0.155 -2.819 -0.001 -0.002 0.001
H -2.896 -1.038 -4.343 0.001 -0.005 0.001
O 4.202 1.612 2.771 0.034 -0.006 -0.049
S 2.797 1.780 2.901 -0.203 -0.105 -0.078
O 2.243 2.182 4.156 0.076 0.029 0.045
O 2.033 0.537 2.356 0.051 0.262 0.160
S 2.031 3.079 1.403 0.032 -0.108 0.001
Se -0.413 3.269 3.440 0.015 0.036 0.044
N -0.653 2.019 2.143 0.007 -0.135 -0.065
C -1.963 1.751 2.017 0.026 0.011 -0.008
C -2.603 0.865 1.106 -0.034 0.000 -0.035
C -3.956 0.752 1.166 0.022 0.008 -0.010
C -4.757 1.477 2.102 -0.018 0.001 0.007
C -4.186 2.335 2.976 0.008 0.019 0.016
C -2.767 2.496 2.949 0.012 -0.011 -0.022
N -2.117 3.323 3.751 0.036 -0.012 0.012
H -2.038 0.316 0.371 -0.003 0.031 0.016
H -4.451 0.094 0.464 -0.005 -0.001 0.004
H -5.829 1.337 2.094 0.001 0.003 0.002
H -4.754 2.910 3.694 -0.008 -0.004 -0.004
S -2.399 3.470 -1.458 0.070 0.015 -0.018
C -1.151 2.656 -0.928 -0.116 -0.029 0.111
N -0.223 1.997 -0.590 0.054 -0.128 -0.003

=====

2.
19
Properties=species:S:1:pos:R:3:forces:R:3 method="wB97M-V/def2-TZVPD" total_charge=0 homo_energy_ev=-9.293 smiles="C=CCC.CC=O" spin_multiplicity=1 orbital_gap_ha=0.3781 largest_force_ev_per_a=0.559
C -1.579 -0.895 1.455 0.046 -0.006 -0.117
C -0.911 -1.351 0.401 -0.146 -0.114 0.137
C -0.875 -0.730 -0.967 0.160 0.049 -0.100
C -1.701 0.538 -1.125 -0.081 0.094 0.053
H -2.169 0.014 1.406 0.064 -0.076 0.014
H -1.543 -1.402 2.415 0.015 0.028 -0.159
H -0.329 -2.266 0.513 -0.036 0.071 -0.017
H 0.176 -0.513 -1.216 -0.175 -0.052 0.023
H -1.192 -1.476 -1.709 0.028 0.048 0.129
H -1.627 0.934 -2.143 0.002 -0.080 0.134
H -2.757 0.341 -0.916 0.096 0.043 -0.042
H -1.359 1.313 -0.431 -0.052 -0.089 -0.089
C 2.578 0.205 0.170 -0.113 -0.150 0.025
C 1.792 1.450 0.476 -0.191 0.108 0.284
O 0.775 1.483 1.125 0.464 -0.051 -0.308
H 1.965 -0.678 0.360 0.100 0.081 -0.008
H 3.465 0.164 0.815 -0.115 0.095 -0.085
H 2.929 0.220 -0.868 -0.055 -0.002 0.141
H 2.222 2.392 0.078 -0.012 0.004 -0.016

=====

3.
15
Properties=species:S:1:pos:R:3:forces:R:3 method="wB97M-V/def2-TZVPD" total_charge=0 homo_energy_ev=-8.868 smiles="C=C(CCl)OC(C)=S" spin_multiplicity=1 orbital_gap_ha=0.3346 largest_force_ev_per_a=5.607
C 1.118 1.952 -0.050 2.805 2.083 0.318
C 0.861 0.679 -0.211 1.667 -1.216 -2.242
C 1.692 -0.335 -1.049 -5.131 2.185 -0.584
Cl 2.493 -1.411 -0.143 2.335 -3.461 2.841
O -0.142 0.126 0.489 -1.343 -0.539 1.242
C -1.278 -0.400 0.049 -0.897 0.250 -1.750
C -2.060 -0.932 1.150 -1.076 -3.047 1.124
S -1.912 -0.480 -1.476 1.160 0.388 0.450
H 0.411 2.498 0.583 0.506 0.120 -0.283
H 2.208 2.455 -0.305 -3.314 -1.416 0.276
H 2.334 0.216 -1.584 2.470 2.139 -2.015
H 1.040 -0.825 -1.791 -0.022 0.127 0.448
H -2.086 -0.332 2.046 0.028 0.386 0.146
H -3.077 -1.282 0.834 0.912 0.890 0.204
H -1.601 -1.927 1.457 -0.101 1.113 -0.174

=====

Energy above the lowest of the compared OMol25 structures with the same formula, charge and spin (computed, kJ/mol): 33.8, 136.4, 185.5